Density functional theory data (the ωB97M-V functional and the def2-TZVPD basis) for a cluster of 8 separate species, C42H99F3O30P6S in total.

XYZ file:
```
181
Properties=species:S:1:pos:R:3:forces:R:3
C 3.9934 0.8761 -0.5345 -0.42 0.14 -0.56
C 2.6424 0.1564 -0.5660 -1.56 0.07 2.54
O 2.5571 -0.8879 0.4510 5.16 1.90 -0.97
C 1.4635 -1.5410 0.7474 -1.45 -3.78 0.81
O 0.3546 -1.1971 0.2990 -2.86 0.92 -0.72
C 1.6009 -2.6581 1.8093 0.07 3.33 -4.48
F 1.4023 -2.1240 3.0129 0.09 -0.34 2.49
F 0.6512 -3.6133 1.6690 0.32 -0.41 0.34
F 2.8517 -3.1698 1.7416 -0.01 -0.81 1.00
H 4.8411 0.1976 -0.4385 -0.04 0.01 -0.19
H 4.1175 1.7195 0.1448 -0.43 -0.65 0.84
H 4.0351 1.4662 -1.4500 0.34 -0.43 -0.60
H 2.2594 -0.1088 -1.5515 0.55 -0.82 -0.30
H 1.8448 0.8047 -0.2032 0.00 0.77 -0.32
C 7.7431 3.5171 0.5024 1.73 0.78 0.31
C 7.2079 3.2969 1.9092 -1.27 2.42 -0.11
O 5.8076 3.4154 1.6135 -3.19 0.27 1.24
S 5.3771 4.5087 0.4366 1.69 -0.68 -0.49
O 5.6020 5.9099 0.8559 -0.52 -3.43 -0.76
O 4.1818 4.1334 -0.3288 2.66 0.85 2.39
O 6.6638 3.8887 -0.3926 0.09 0.26 -0.19
H 8.3612 2.6376 0.3222 -0.86 -0.33 -1.49
H 8.4552 4.3411 0.4558 -0.04 0.14 0.23
H 7.4221 4.1096 2.6033 0.34 0.43 -0.20
H 7.4906 2.4275 2.5027 -0.69 -0.68 -1.04
C -1.1393 1.3593 1.8933 1.24 0.92 -0.69
C -2.1465 0.3810 2.3448 -0.06 -0.46 -0.09
O -1.9050 -0.0580 3.7111 -0.63 1.51 1.80
P -2.3002 0.8733 5.0033 -0.38 -0.10 -0.66
O -2.3096 2.3679 4.7857 -0.22 -2.64 0.27
O -1.2472 0.3891 6.1663 -2.42 0.50 -0.69
C 0.0488 0.9322 6.2268 1.48 0.16 -1.24
C 0.9769 0.0647 5.4151 1.47 -0.44 0.14
O -3.7013 0.1616 5.5163 2.60 0.58 -0.45
C -4.9315 -0.0296 4.7714 -0.36 1.15 1.07
C -5.9433 0.3980 5.8714 0.53 -0.07 -1.27
H -0.2061 1.1792 2.4269 0.15 0.21 -0.17
H -0.9425 1.2707 0.8249 0.11 -0.45 0.07
H -1.4671 2.3938 1.9954 0.04 0.02 0.59
H -3.0917 0.8976 2.1775 -0.59 -0.80 0.45
H -2.0374 -0.5703 1.8241 -0.31 0.30 -0.37
H 0.2079 1.9157 5.7848 -1.07 0.35 -0.23
H 0.4203 1.1114 7.2357 -0.57 -0.73 0.38
H 0.7991 0.0391 4.3400 -0.40 0.18 0.13
H 1.9754 0.4823 5.5442 0.28 0.23 -0.13
H 1.1160 -0.9702 5.7279 -0.56 -0.08 0.24
H -4.9784 0.6287 3.9039 0.09 0.14 0.00
H -5.0898 -1.0490 4.4195 0.52 -0.04 0.47
H -5.8693 1.4801 5.9801 -0.12 0.02 0.02
H -6.9571 0.1258 5.5775 -0.09 -0.11 0.38
H -5.5707 -0.0417 6.7965 -0.57 -0.23 -0.02
C -2.6642 -4.0191 0.6758 -0.14 0.56 1.68
C -3.1720 -3.4529 2.0369 1.45 -0.65 -0.50
O -4.4647 -2.8501 1.8985 -2.19 0.08 1.12
P -5.7235 -3.2242 2.8641 -0.30 0.63 -2.44
O -5.4982 -3.3019 4.2993 0.19 0.43 0.64
O -6.9093 -2.1639 2.3382 3.54 -1.53 -0.60
C -8.0802 -2.0832 3.0636 -0.90 -0.14 1.70
C -9.1353 -1.2138 2.4472 -0.12 -0.19 -0.85
O -6.2623 -4.6278 2.3122 -0.74 1.29 -0.59
C -5.6175 -5.8149 2.7195 0.86 0.13 0.54
C -6.6048 -6.9316 2.7810 -0.05 -0.24 0.45
H -3.1389 -4.9853 0.5053 -0.28 0.24 -0.55
H -2.7738 -3.2548 -0.0936 -0.10 -0.43 -0.15
H -1.6040 -4.2228 0.8261 0.09 0.14 -0.17
H -3.1043 -4.2581 2.7685 -0.71 -0.15 0.16
H -2.4668 -2.7304 2.4477 -0.20 0.43 -0.33
H -8.5070 -3.0751 3.2127 -0.08 -0.24 -0.05
H -7.8663 -1.7097 4.0650 0.15 0.08 0.19
H -8.8171 -0.2247 2.1175 0.22 0.11 0.52
H -9.5140 -1.6778 1.5365 -0.21 -0.16 0.01
H -9.9324 -1.1720 3.1894 -0.16 0.31 -0.20
H -4.8789 -6.0572 1.9554 0.29 0.01 0.10
H -5.1120 -5.6062 3.6623 0.01 -0.27 0.12
H -6.7059 -7.2279 1.7369 -0.78 -0.57 0.34
H -6.2492 -7.7228 3.4410 0.47 -0.34 -0.53
H -7.5237 -6.6636 3.3024 -0.24 0.41 -0.59
C 3.1432 1.3532 -5.4547 -0.32 -0.82 0.67
C 2.4265 2.3805 -6.2751 0.20 1.35 -0.81
O 1.1824 2.7782 -5.6540 -0.81 1.51 0.00
P 0.6634 4.3336 -5.5147 1.81 0.04 0.02
O 1.7684 5.3264 -5.2738 -1.82 -1.65 -0.55
O -0.1929 4.6139 -6.8909 0.35 -0.33 1.91
C -1.2868 5.5481 -6.7905 -1.18 0.61 0.02
C -0.8500 6.9299 -6.3979 0.79 0.43 0.17
O -0.4205 4.2047 -4.3191 0.55 0.93 -2.11
C -0.0671 3.4872 -3.1664 0.37 -2.03 1.45
C 1.0284 3.9996 -2.2608 0.26 0.68 -0.40
H 2.6129 1.2904 -4.5045 0.15 0.02 0.21
H 3.1038 0.3403 -5.8552 0.01 0.04 -0.24
H 4.1819 1.6027 -5.2379 -0.09 0.10 -0.14
H 3.0811 3.2439 -6.3940 -0.18 0.33 0.27
H 2.1923 2.1117 -7.3052 -0.12 -0.51 0.08
H -1.7606 5.6312 -7.7687 0.09 -0.67 -0.02
H -1.9992 5.2311 -6.0289 -0.15 -0.60 -0.35
H -1.4638 7.7884 -6.6704 -0.52 -0.47 -0.48
H -0.8027 7.0001 -5.3112 0.79 0.02 -0.03
H 0.0949 7.0418 -6.9297 0.35 0.53 0.62
H -0.9600 3.3327 -2.5607 -0.28 0.36 -0.27
H 0.2294 2.4806 -3.4614 -0.08 -0.12 -0.24
H 1.2814 3.2158 -1.5469 -0.31 0.09 0.23
H 1.9608 4.2054 -2.7866 -0.07 0.10 -0.21
H 0.7108 4.9196 -1.7701 0.17 -0.06 0.24
C -6.8003 -2.0748 -0.9275 -1.73 -1.31 0.48
C -6.1886 -0.9222 -1.5652 -0.23 0.69 -0.29
O -5.3726 -0.3524 -0.5645 1.83 2.42 -0.15
P -4.5552 1.0448 -0.9040 0.00 -1.08 -0.82
O -4.7533 1.6214 -2.2635 -0.05 -0.66 1.22
O -3.0543 0.6294 -0.5487 -0.36 0.78 0.44
C -2.1134 0.3412 -1.5855 -0.07 -1.63 -1.88
C -2.5006 -1.0627 -2.2111 0.07 1.14 -0.20
O -4.9546 2.0038 0.2924 -1.05 0.83 -0.07
C -5.6431 3.2932 0.0092 0.49 0.46 0.19
C -5.8603 4.0938 1.2940 -0.01 -1.11 -0.25
H -6.1042 -2.8641 -0.6436 -0.11 0.06 0.07
H -7.3886 -1.7186 -0.0818 0.47 -0.19 0.42
H -7.5946 -2.4428 -1.5769 0.21 -0.52 -0.36
H -5.6378 -1.2055 -2.4621 0.13 0.37 -0.08
H -7.0043 -0.2273 -1.7650 0.18 0.24 -0.67
H -2.1551 1.1199 -2.3470 -0.32 0.04 -0.07
H -1.0670 0.3117 -1.2817 -0.33 -0.08 1.14
H -3.0903 -1.5932 -1.4634 0.25 -0.21 -0.11
H -3.1077 -0.9249 -3.1058 -0.50 0.23 0.14
H -1.6799 -1.6635 -2.6030 0.26 0.09 0.63
H -5.0008 3.8413 -0.6801 0.14 -0.02 0.13
H -6.6123 3.2702 -0.4888 0.02 -1.16 -0.17
H -6.6433 3.6676 1.9212 0.15 -0.48 0.06
H -4.9230 4.0902 1.8504 -0.16 0.67 0.12
H -6.3047 5.0495 1.0161 0.71 0.35 0.00
C 4.5610 -1.1361 3.6079 -0.27 0.62 0.41
C 5.4910 -0.1895 4.4447 -2.26 -0.79 -2.34
O 6.6477 -0.9246 4.6036 3.55 -0.87 0.21
P 7.9357 -0.8372 3.6404 0.13 -1.34 -0.96
O 7.7387 -0.3707 2.2318 0.10 -0.52 2.27
O 8.6345 -2.3032 3.7706 -1.23 1.95 -1.78
C 8.7745 -3.0279 4.9565 -0.50 0.55 1.44
C 8.2489 -4.3998 4.8585 -0.31 -1.22 -1.03
O 9.0011 0.0041 4.4770 -0.41 -0.64 0.19
C 8.8568 1.4003 4.5434 0.57 1.11 -0.12
C 9.5750 1.9312 5.7576 0.31 0.44 -0.22
H 4.4562 -2.1516 3.9899 -0.06 0.22 0.80
H 3.5687 -0.7014 3.4874 -0.01 -0.11 -0.16
H 4.9823 -1.3537 2.6265 0.13 0.69 -0.15
H 5.6907 0.6699 3.8047 -0.13 0.37 0.20
H 5.1046 0.1201 5.4157 0.01 -0.16 -0.05
H 9.8426 -3.0894 5.1650 -0.05 0.40 0.48
H 8.1495 -2.5604 5.7174 0.70 0.48 0.47
H 8.3540 -4.9234 5.8087 0.30 -0.05 -0.08
H 7.1937 -4.4568 4.5913 -0.04 0.28 -0.04
H 8.8117 -4.8751 4.0551 -0.08 -0.60 0.14
H 9.3894 1.8066 3.6836 -0.45 0.07 -0.38
H 7.8267 1.7540 4.5887 -0.23 -0.33 -0.39
H 10.1092 2.8372 5.4715 0.12 0.05 0.02
H 8.8857 2.2537 6.5380 0.26 -0.65 0.36
H 10.3243 1.1762 5.9956 -0.13 0.18 0.71
C 0.9740 -2.6917 -2.9179 0.52 -0.50 -1.29
C 1.4845 -2.2883 -4.3405 -1.02 -0.99 1.25
O 0.3555 -1.8213 -5.1317 -0.59 -0.67 -1.19
P -0.3800 -2.8903 -6.1639 1.12 0.55 0.93
O -0.9174 -4.1153 -5.5381 0.80 0.88 -0.78
O -1.4828 -1.9658 -6.8929 2.40 -3.44 -0.48
C -2.2437 -1.0573 -6.1969 0.66 2.81 -0.77
C -1.7351 0.2889 -6.7774 -1.46 0.43 1.39
O 0.8450 -3.0850 -7.2471 -2.92 -0.05 1.25
C 1.1779 -1.9042 -7.9961 -0.03 -0.55 0.01
C 2.6587 -1.9463 -8.0286 0.46 0.75 -0.38
H 1.8581 -3.0680 -2.4034 -0.07 0.62 0.70
H 0.3600 -1.9465 -2.4121 0.83 0.33 0.23
H 0.3312 -3.5716 -2.9444 -0.11 -0.09 -0.59
H 2.2984 -1.5637 -4.3142 -0.56 0.68 0.05
H 1.9722 -3.1423 -4.8106 -0.34 -0.33 -0.18
H -3.2886 -1.1822 -6.4806 -0.04 -0.18 0.44
H -2.0407 -1.0641 -5.1260 -0.39 -0.23 0.00
H -1.9363 0.4209 -7.8405 -0.03 -0.27 0.05
H -2.3517 0.9846 -6.2083 0.12 0.81 -0.28
H -0.6950 0.5266 -6.5540 0.00 -0.36 0.09
H 0.7666 -2.0848 -8.9892 -0.09 0.45 -0.08
H 0.8034 -0.9643 -7.5905 -0.26 -0.28 0.27
H 2.8806 -2.7478 -8.7331 0.85 0.22 0.15
H 2.9944 -0.9509 -8.3198 0.46 -0.18 -0.61
H 3.0973 -2.1069 -7.0437 -0.18 -0.31 -0.03
```
Positions in Å, forces in eV/Å.

Calculated values
Charge = -1
HOMO-LUMO gap (alpha / beta) = 0.0738 / 0.2630 hartree
E = -181315.6854 eV
Spin multiplicity = 2
HOMO level (alpha / beta) = -0.234 / -5.384 eV

Mulliken population analysis, charges in e, atoms 1 to 99: C -1.401; C 0.709; O -0.313; C -0.169; O -0.323; C 0.321; F -0.127; F -0.220; F -0.263; H 0.416; H 0.231; H 0.338; H -0.102; H -0.054; C -0.336; C 0.712; O -0.356; S 1.004; O -0.591; O -0.280; O -0.379; H 0.381; H 0.270; H 0.302; H -0.712; C -0.667; C 0.913; O -0.113; P 0.635; O -0.754; O -0.321; C -0.658; C -0.416; O -0.370; C 0.838; C -1.509; H 0.094; H -0.226; H 0.381; H -0.078; H -0.165; H 0.320; H 0.421; H -0.035; H 0.263; H 0.305; H 0.053; H -0.187; H 0.375; H 0.378; H 0.353; C -0.740; C 0.073; O 0.517; P 0.288; O -0.853; O 0.252; C -0.234; C -1.497; O -0.304; C -0.016; C -1.437; H 0.325; H -0.249; H 0.389; H 0.496; H -0.095; H 0.370; H 0.280; H 0.297; H 0.359; H 0.404; H 0.064; H 0.436; H 0.310; H 0.371; H 0.337; C -0.401; C -0.561; O 0.246; P 0.455; O -0.737; O -0.364; C -0.219; C -1.056; O -0.300; C 0.050; C -1.115; H -0.073; H -0.099; H 0.437; H 0.402; H 0.389; H 0.388; H 0.225; H 0.416; H 0.240; H 0.276; H 0.348

***

Density functional theory data (the ωB97M-V functional and the def2-TZVPD basis) for a structure of composition ClHNO3P.

XYZ file:
```
7
Properties=species:S:1:pos:R:3:forces:R:3
N 0.3223 -1.2177 -0.7197 0.99 -2.93 -3.94
O -1.2392 0.8175 1.6331 -2.24 -0.36 0.86
O -0.6874 -0.5607 -0.6764 -2.10 0.05 1.57
O 1.2339 0.1805 1.3160 1.23 -1.35 -0.05
P -0.0776 0.5424 0.8556 0.73 3.65 -0.41
Cl 0.0729 1.8746 -0.6805 0.33 0.78 0.25
H 0.3752 -1.6365 -1.7281 1.06 0.16 1.73
```
Positions in Å, forces in eV/Å.

Calculated values
HOMO-LUMO gap (alpha / beta) = 0.4054 / 0.2544 hartree
Relative energy (zero: lowest compared OMol25 entry of this formula, charge and spin) = 19.7 kcal per mole
E = -29456.5561 eV
Spin multiplicity = 3
HOMO level (alpha / beta) = -11.015 / -11.184 eV

List of Mulliken charges in e, atom by atom: N 0.007; O -0.513; O -0.117; O -0.517; P 1.033; Cl -0.218; H 0.326

***

Density functional theory data (the ωB97M-V functional and the def2-TZVPD basis) for a cluster of 2 separate species, C4H12 in total.

XYZ file:
```
16
Properties=species:S:1:pos:R:3:forces:R:3
C 0.7437 -1.8536 0.5911 -0.75 -0.01 -1.64
C 1.3305 -2.0437 -0.8233 0.78 -0.03 0.13
H 0.8226 -2.7566 1.1850 0.29 0.24 0.41
H -0.3191 -1.6676 0.4265 -0.10 0.01 0.42
H 1.1466 -0.9351 0.9852 0.27 -0.13 0.85
H 0.5669 -2.1514 -1.5841 -0.10 -0.25 -0.10
H 1.9258 -1.1793 -1.1076 -0.05 0.23 -0.06
H 2.0453 -2.8715 -0.8877 -0.33 -0.08 0.01
C -1.2087 2.3988 0.7273 -0.74 -1.08 0.11
C -0.8554 1.5439 -0.4933 0.71 -0.27 -0.52
H -0.9827 1.8681 1.6496 0.55 0.06 0.08
H -2.2835 2.5125 0.8494 -0.13 0.59 -0.40
H -0.6840 3.3416 0.6906 -0.12 0.28 0.21
H -1.6430 1.0840 -1.1030 -0.29 0.26 0.60
H -0.2961 2.1461 -1.2053 0.10 0.09 -0.13
H -0.1801 0.7257 -0.2257 -0.08 0.09 0.03
```
Positions in Å, forces in eV/Å.

Calculated values
HOMO-LUMO gap = 0.4695 hartree
SMILES string = CC.CC
Relative energy (zero: lowest compared OMol25 entry of this formula, charge and spin) = 10.2 kcal per mole
E = -4342.0841 eV
HOMO level = -11.634 eV

List of Mulliken charges in e, atom by atom: C -0.810; C -0.826; H 0.330; H 0.244; H 0.229; H 0.248; H 0.274; H 0.315; C -0.884; C -0.463; H 0.306; H 0.265; H 0.277; H 0.321; H 0.305; H -0.134

***

Density functional theory data (the ωB97M-V functional and the def2-TZVPD basis) for the ion C2H7N4 with charge +1.

XYZ file:
```
13
Properties=species:S:1:pos:R:3:forces:R:3
C 0.7379 -0.0659 -0.0470 -0.35 -0.23 0.00
C -0.6907 1.8227 0.1356 -0.03 0.32 0.47
N 0.2663 1.1479 -0.3126 0.57 0.32 -0.60
N -0.1258 -1.0894 -0.0741 0.02 -0.38 -0.02
N 2.0424 -0.2663 0.0630 -0.04 0.01 0.12
N -1.4952 -0.8116 -0.0855 -0.29 -0.43 0.03
H -1.1608 1.6600 1.1009 -0.05 -0.16 0.03
H -1.0125 2.6751 -0.4461 -0.09 0.18 -0.07
H 0.2173 -2.0381 -0.2106 -0.14 0.27 0.02
H 2.6676 0.5224 0.0338 -0.03 0.03 -0.09
H 2.4460 -1.1855 0.1319 -0.06 -0.02 0.10
H -1.9609 -1.2964 0.6793 0.19 0.13 -0.14
H -1.9317 -1.0750 -0.9684 0.27 -0.04 0.15
```
Positions in Å, forces in eV/Å.

Calculated values
Charge = +1
HOMO-LUMO gap = 0.3977 hartree
SMILES string = C=NC(=[NH2+])NN
Relative energy (zero: lowest compared OMol25 entry of this formula, charge and spin) = 43.8 kcal per mole
E = -8140.3460 eV
HOMO level = -14.859 eV

List of Mulliken charges in e, atom by atom: C 0.663; C -0.098; N -0.340; N -0.072; N -0.349; N -0.533; H 0.265; H 0.285; H 0.212; H 0.236; H 0.217; H 0.262; H 0.252

***

Number 1: largest force on an atom 0.109 hartree/bohr. Number 2: largest force on an atom 0.097 hartree/bohr. Number 3: largest force on an atom 0.035 hartree/bohr. Number 4: largest force on an atom 0.017 hartree/bohr.